[1]
8
Properties=species:S:1:pos:R:3:forces:R:3 method="wB97M-V/def2-TZVPD" multiplicity=1 gap_ev="7.240 / 7.244"
C 2.0211 -0.2950 -0.1429 -0.69 -1.83 2.44
C -0.7837 -0.6823 0.0160 0.29 -1.58 -0.78
C -1.3115 0.5139 0.1599 -0.40 -0.49 -0.42
O 2.7283 -0.9129 0.5422 -1.69 1.63 -2.10
F -1.5644 -1.7841 -0.3195 0.90 1.28 0.37
F -2.5007 1.1101 0.0520 -0.25 -1.04 -0.03
F -0.4624 1.4539 0.4495 1.65 2.17 0.61
H 1.8733 0.5964 -0.7572 0.18 -0.14 -0.08

[2]
16
Properties=species:S:1:pos:R:3:forces:R:3 method="wB97M-V/def2-TZVPD" multiplicity=1 gap_ev=10.144
C -0.1771 -0.2078 -2.5524 0.30 -0.59 -1.15
C -0.8222 -1.3096 -3.0356 2.10 3.08 -2.08
C -0.3276 0.5436 -1.2383 -1.08 -1.37 0.70
C 0.9288 0.7048 -0.4655 3.10 1.76 2.81
C 1.1234 0.4495 0.9279 -1.57 0.96 -4.35
H 0.6099 0.2720 -3.2039 -1.26 -0.35 0.27
H -0.8425 -1.5081 -4.1413 0.81 0.15 1.14
H -1.3790 -2.0115 -2.5506 -1.79 -1.21 1.94
H -0.9130 -0.0758 -0.5375 -0.67 0.37 -0.50
H -0.8679 1.5184 -1.4629 0.75 -1.03 0.40
H 1.7462 1.2841 -1.0792 -1.10 -1.46 1.40
H 2.0508 0.6815 1.4729 -0.62 -0.22 -0.47
H 0.1954 0.1367 1.4531 1.02 -0.10 -0.09
H -0.4417 -0.1880 6.2401 -0.31 0.73 2.07
H -0.5835 0.2355 4.7829 0.66 -1.75 1.31
O -0.2998 -0.5254 5.3903 -0.34 1.02 -3.38

[3]
16
Properties=species:S:1:pos:R:3:forces:R:3 method="wB97M-V/def2-TZVPD" charge=+1 multiplicity=1 gap_ev=9.217
C -1.9675 -0.3686 -0.4858 -0.04 -0.35 -0.59
C 1.5764 -0.1777 0.2631 -1.44 -1.25 -0.34
C 0.4320 0.7840 0.5643 -0.06 1.69 2.41
N 0.2143 1.9524 0.0007 2.05 -3.23 -0.41
N 1.0520 -1.5399 0.3311 -3.62 0.46 -2.61
F -0.2250 0.6006 1.7036 0.71 -0.24 -1.94
H -1.9390 0.7051 -0.1616 -0.44 -1.28 -0.33
H -1.5747 -0.4823 -1.5153 -0.11 0.40 0.38
H -1.3461 -1.0360 0.1477 -0.67 0.58 -0.05
H 2.2086 -0.1916 1.1174 0.77 0.83 0.89
H 2.1557 0.0963 -0.6157 -0.19 0.32 -0.26
H -0.6341 2.4603 0.1037 -0.52 0.78 0.36
H 0.8779 2.0897 -0.7582 -0.65 0.70 -0.27
H 1.7208 -2.2329 0.3604 2.26 -1.35 0.61
H 0.4503 -1.8866 -0.5066 1.28 1.44 1.75
H -3.0016 -0.7728 -0.5490 0.67 0.50 0.40

[4]
24
Properties=species:S:1:pos:R:3:forces:R:3 method="wB97M-V/def2-TZVPD" charge=-1 multiplicity=1 gap_ev="6.882 / 6.745"
C 1.8218 -0.3661 -0.4170 0.95 -1.59 -1.49
C 2.3823 -0.2653 0.8799 -0.65 1.17 -0.88
C 0.7359 0.0357 -1.1882 0.64 -1.17 -0.96
C 2.0237 0.5154 1.9860 0.35 -0.87 0.58
C -0.5787 0.7930 0.5446 0.97 -0.41 1.88
C -0.4142 0.8791 -0.8921 -1.42 1.97 -0.48
C 0.9652 1.2821 2.2898 -1.79 2.11 -1.79
C -1.9075 -2.1487 -1.1372 -0.85 -0.40 0.79
O -3.2258 1.3084 -1.6127 1.09 0.09 0.12
O 0.0767 1.7758 1.3087 0.61 -0.70 1.85
O -1.5707 -0.2193 -2.9940 -0.17 0.14 -0.86
O 0.8721 1.8587 3.5245 1.24 -1.66 -0.01
O -2.6409 -0.9534 -0.8036 0.44 -0.54 -0.58
P -2.1156 0.3192 -1.7239 -0.23 0.06 0.20
H 2.4636 -1.0694 -1.0562 -0.82 0.95 0.96
H 3.3464 -0.7140 1.0125 0.28 -0.37 -0.19
H 0.6613 -0.4680 -2.1759 0.14 0.38 0.66
H 2.7294 0.4603 2.7934 0.11 -0.15 0.51
H -0.4598 -0.2205 1.0350 -0.55 1.11 -0.69
H -0.3016 1.9551 -1.3427 -0.31 -1.73 1.12
H -1.7030 -2.1581 -2.1877 0.42 0.01 -0.50
H -2.4488 -3.1059 -0.9276 -0.02 1.02 0.36
H -1.0143 -2.0854 -0.5405 0.73 -0.58 0.04
H 0.3025 2.5913 3.6249 -1.19 1.14 -0.63

[5]
6
Properties=species:S:1:pos:R:3:forces:R:3 method="wB97M-V/def2-TZVPD" multiplicity=1 gap_ev=8.328
C -0.5689 -0.4253 -0.0571 -2.01 -0.47 -0.50
N -1.6013 0.8054 -0.0759 1.64 -1.51 0.62
O -1.1072 1.8596 -0.3657 0.07 0.73 -0.30
O -2.7223 0.5571 0.2459 -0.59 0.27 -0.09
S -1.2137 -1.8781 -0.0424 0.72 0.60 0.14
H 0.4562 -0.1294 -0.1973 0.17 0.39 0.13

[6]
8
Properties=species:S:1:pos:R:3:forces:R:3 method="wB97M-V/def2-TZVPD" multiplicity=1 gap_ev=8.178
C -0.3028 0.0858 -0.0048 -2.04 -0.30 -0.91
C -0.7148 0.4835 1.5144 1.46 0.28 -1.29
C 1.2405 -0.9480 -1.6673 0.82 0.65 0.71
N 0.6970 -0.3536 -0.7599 -0.46 -0.27 0.72
O -1.7575 1.0751 1.7178 1.56 -1.31 -0.44
H -1.2033 0.0070 -0.7074 0.82 0.78 1.54
H 0.0610 0.2773 2.3545 -1.12 0.14 -1.23
H 1.9800 -0.6272 -2.4473 -1.04 0.03 0.90

[7]
16
Properties=species:S:1:pos:R:3:forces:R:3 method="wB97M-V/def2-TZVPD" charge=+1 multiplicity=1 gap_ev=11.894
C 0.4123 -1.4204 1.2446 0.23 -0.12 0.01
C -0.9010 -0.9278 0.6751 -0.65 0.47 0.49
N -0.8090 -0.1607 -0.5875 0.30 -1.21 0.07
C 0.0416 0.8431 -0.7658 -0.43 0.25 -0.10
N 0.4715 1.1400 -1.9888 0.28 0.24 -0.22
N 0.3968 1.6052 0.2690 -0.08 -0.17 -0.16
H 1.1699 -0.6403 1.3208 -0.11 0.06 0.12
H 0.8651 -2.2283 0.6750 -0.16 -0.06 -0.24
H 0.2204 -1.8133 2.2390 0.05 0.02 0.14
H -1.6125 -1.7397 0.5426 0.20 -0.14 -0.51
H -1.4570 -0.3206 1.3931 0.30 0.30 0.15
H -1.0448 -0.7033 -1.4053 0.08 0.16 -0.11
H 0.4191 0.4869 -2.7595 -0.11 0.15 0.26
H 1.0517 1.9538 -2.1190 -0.03 -0.09 -0.13
H 0.8133 2.5081 0.1095 0.11 -0.08 0.17
H -0.0374 1.4174 1.1571 0.02 0.25 0.06

[8]
41
Properties=species:S:1:pos:R:3:forces:R:3 method="wB97M-V/def2-TZVPD" charge=-1 multiplicity=1 gap_ev=7.595
C 5.0987 -1.1535 -1.8060 0.10 0.05 -0.06
C 3.7316 -1.1481 -1.1905 -0.29 -0.01 0.23
C 2.7984 -2.1204 -1.5476 -0.30 0.49 0.25
C 1.5167 -2.1073 -0.9974 0.42 -0.42 -0.11
C 1.1682 -1.2122 0.0173 0.13 -0.26 -0.37
C -0.1680 -1.2730 0.7622 0.85 -1.94 0.70
N -0.7468 -2.7912 0.8100 -0.02 -0.55 0.43
O -1.2170 -3.1570 1.8991 1.07 0.74 -2.11
O -0.6946 -3.4989 -0.2087 -0.63 1.23 1.97
C 2.0778 -0.1900 0.3106 -0.14 -0.12 0.30
C 3.3481 -0.1659 -0.2676 -0.27 -0.08 -0.17
H 5.7266 -0.3947 -1.3326 0.08 -0.18 -0.08
H 5.5576 -2.1436 -1.7047 0.06 0.22 0.03
H 5.0461 -0.9300 -2.8772 0.00 0.00 0.12
H 3.0477 -2.8983 -2.2710 -0.02 0.28 0.09
H 0.8084 -2.8323 -1.3697 0.16 0.14 0.22
H -0.0204 -1.0837 1.8366 -0.04 -0.05 -0.44
H 1.7544 0.6013 0.9906 0.30 -0.17 -0.01
H 4.0472 0.6306 -0.0053 -0.22 -0.19 -0.08
O -2.7390 0.4543 3.6883 -0.71 -0.15 -0.28
S -3.1079 0.0601 2.3506 1.96 0.31 -1.03
O -3.4478 -1.2935 1.9880 -0.28 0.45 0.37
C -4.6313 1.0833 1.9292 0.17 0.17 -0.26
F -5.6382 0.7674 2.7617 0.44 0.20 -0.49
F -4.3660 2.4052 2.0431 -0.36 -0.93 -0.08
F -5.0068 0.8223 0.6552 0.12 0.27 0.93
C -1.8637 0.6196 1.2036 -0.31 -0.66 0.48
C -1.2333 -0.3818 0.2045 -2.78 0.71 -0.71
C -0.7895 0.4173 -0.9699 -0.26 -1.75 -2.46
N -0.6839 -0.0898 -2.2527 -0.14 2.70 1.97
O -0.7260 -1.1924 -2.7695 -0.12 0.35 0.16
O -0.4703 1.0793 -3.0724 0.31 -1.03 -0.12
N -0.4041 2.2290 -2.3224 -0.64 -1.71 2.83
C -0.6297 1.7928 -1.0300 0.84 2.32 -2.56
C -0.8203 2.5729 0.1602 0.12 0.61 1.13
N -0.4263 3.9531 0.3447 -0.08 0.26 0.14
O 0.3581 4.5079 -0.4503 -1.09 -1.01 0.75
O -0.8983 4.5496 1.3429 0.68 -0.57 -1.13
C -1.5088 1.9429 1.2289 0.40 0.41 -0.47
H -2.0894 -0.9906 -0.1731 0.67 -0.05 0.23
H -1.7578 2.5592 2.0913 -0.17 -0.05 -0.31

For reference, max |F| by record: 3.149 4.727 4.489 3.294 2.316 2.248 1.250 3.561 eV Å⁻¹.